Record 1
DFT (the ωB97M-V functional and the def2-TZVPD basis) results for C32H38Cl5N3ORbS as an isolated structure.

```
81
C32H38Cl5N3ORbS, DFT the ωB97M-V functional and the def2-TZVPD basis
Rb -0.25 0.35 -0.39
Cl 6.38 1.07 -4.87
Cl 3.39 1.93 -5.22
Cl 7.16 -0.80 -2.48
Cl 4.98 -1.73 -0.43
Cl 1.23 0.98 -3.16
S -1.06 -1.31 2.53
O 2.34 -0.56 -0.94
N 1.58 0.85 2.49
N 0.80 -0.36 4.32
N -1.14 -0.80 5.17
C 4.10 -0.27 2.69
C 1.85 -0.06 3.40
C -1.93 4.02 -1.85
C 3.84 0.69 1.73
C 5.18 0.55 -3.73
C -2.29 3.24 1.57
C 3.09 -0.66 3.56
C 5.52 -0.27 -2.66
C -0.78 3.29 1.87
C -2.59 2.46 0.29
C -1.56 3.72 -3.31
C 2.89 0.55 -2.96
C -5.47 -0.60 -0.98
C -0.46 -0.80 3.99
C -0.70 4.74 -1.26
C -3.36 -1.83 -0.53
C -2.79 1.61 -1.83
C -2.53 -1.19 5.27
C -3.18 1.17 0.34
C -3.84 -0.96 -2.81
C -2.92 2.54 2.79
C 3.19 -0.25 -1.80
C 0.87 -0.10 5.68
C 2.56 1.21 1.67
C -2.34 2.74 -1.10
C -3.11 5.00 -1.90
C -3.31 0.65 -0.96
C -0.33 -0.37 6.20
C -3.98 -0.67 -1.32
C -2.86 4.66 1.56
C 3.85 0.94 -3.88
C 4.56 -0.66 -1.74
H 2.30 1.95 0.91
H -0.58 3.91 2.75
H -1.23 4.63 -3.80
H -3.93 4.62 1.33
H -3.95 4.53 -2.40
H -4.30 -1.92 -3.06
H -5.94 0.22 -1.52
H 5.08 -0.73 2.76
H -0.40 2.29 2.08
H -0.68 -0.29 7.22
H 4.59 0.99 1.02
H -2.52 1.53 2.92
H -0.21 3.69 1.04
H -2.39 5.31 0.83
H -3.47 0.65 1.24
H -2.65 -2.23 4.97
H -2.73 5.13 2.54
H -2.70 3.12 3.69
H -3.41 -1.65 0.54
H -2.42 3.34 -3.86
H -2.78 1.52 -2.91
H -2.84 5.91 -2.45
H -0.44 5.60 -1.89
H -0.87 5.11 -0.26
H -2.30 -1.97 -0.79
H 3.24 -1.42 4.31
H -4.32 -0.18 -3.41
H -4.01 2.47 2.68
H -3.44 5.29 -0.90
H -3.88 -2.77 -0.75
H 1.77 0.29 6.14
H 0.16 4.07 -1.25
H -2.86 -1.05 6.30
H -5.61 -0.40 0.09
H -0.76 2.98 -3.37
H -3.14 -0.57 4.60
H -2.78 -1.00 -3.11
H -5.98 -1.53 -1.23
```

Its spin multiplicity is 1. The energy above the lowest of the compared OMol25 structures with the same formula, charge and spin is 11.1 kcal per mole. The charge is -1.

Results of the Löwdin charge analysis, in e, for atoms 1 through 5:
1 Rb 0.757
2 Cl 0.618
3 Cl 0.657
4 Cl 0.641
5 Cl 0.689

***

Record 2
DFT (the ωB97M-V functional and the def2-TZVPD basis) results for C32H38N3O6PtS3 as an isolated structure at a distorted geometry.

```
83
C32H38N3O6PtS3, DFT the ωB97M-V functional and the def2-TZVPD basis
Pt -1.48 0.82 0.52
S -2.59 -2.78 1.39
S -3.12 0.25 -2.33
S 4.11 3.74 -3.21
O 4.14 4.98 -2.46
O 3.39 3.79 -4.47
O 5.35 2.99 -3.23
O -2.43 1.11 -1.26
O 3.50 0.77 4.40
O -1.85 -1.88 0.45
N -0.53 0.92 2.30
N 3.48 2.65 3.13
N 0.25 0.15 -0.34
C 3.00 2.70 -2.23
C -4.98 -0.60 -0.50
C 4.94 2.74 3.23
C 1.21 1.09 -0.94
C -3.21 -6.69 -0.84
C -4.00 -1.12 -1.56
C 0.85 2.40 -1.18
C 1.77 3.20 -1.84
C 2.90 1.60 3.74
C -4.34 -2.17 1.42
C -3.85 -6.48 0.37
C 0.76 1.28 2.40
C 1.40 1.38 3.62
C 0.26 -0.17 -4.42
C -4.52 -0.73 0.95
C -0.70 -2.38 -4.27
C 5.65 1.82 2.25
C -2.21 -4.50 -0.70
C -1.75 -1.89 -3.50
C 2.79 3.74 2.44
C -1.24 0.71 3.42
C -0.79 0.34 -3.66
C 0.68 1.10 4.77
C -3.68 -5.29 1.06
C -1.76 -0.53 -3.18
C 2.45 0.57 -1.28
C -2.39 -5.70 -1.38
C 3.35 1.40 -1.92
C -0.67 0.79 4.67
C 0.30 -1.52 -4.72
C 3.03 3.78 0.94
C -2.87 -4.31 0.50
H 5.40 2.07 1.22
H -0.11 2.79 -0.86
H 1.29 1.51 1.48
H 5.39 0.78 2.44
H -4.67 -2.29 2.45
H -3.58 -0.17 1.10
H -1.57 -3.72 -1.10
H 4.03 4.12 0.70
H 1.72 3.70 2.69
H -5.91 -1.16 -0.60
H -3.34 -7.62 -1.37
H -3.28 -1.85 -1.17
H 3.15 4.67 2.89
H -4.16 -5.14 2.01
H 0.74 -0.43 0.34
H -0.85 1.40 -3.47
H 2.70 -0.46 -1.05
H 1.10 -1.91 -5.32
H 5.20 3.78 3.05
H 5.22 2.50 4.25
H -4.54 -1.56 -2.40
H 2.91 2.79 0.48
H -4.47 -7.26 0.79
H -0.06 -0.49 -1.08
H 4.34 1.05 -2.21
H -5.25 -0.24 1.60
H 1.18 1.12 5.73
H -0.68 -3.42 -4.53
H -2.53 -2.56 -3.16
H 1.01 0.51 -4.79
H -4.93 -2.85 0.80
H -1.88 -5.87 -2.32
H 6.73 1.92 2.36
H -1.27 0.60 5.54
H 2.33 4.46 0.45
H -2.28 0.46 3.28
H 1.54 4.24 -2.06
H -5.24 0.44 -0.72
```

Its spin multiplicity is 1. The energy above the lowest of the compared OMol25 structures with the same formula, charge and spin is 65.4 kcal per mole. The charge is +1.

Results of the Löwdin charge analysis, in e, for atoms 1 through 5:
1 Pt 1.097
2 S 1.014
3 S 1.104
4 S 0.394
5 O -0.339

***

Record 3
DFT (the ωB97M-V functional and the def2-TZVPD basis) results for C32H39BN4PRhS5 as an isolated structure.

```
83
C32H39BN4PRhS5, DFT the ωB97M-V functional and the def2-TZVPD basis
Rh -0.11 -0.47 -0.20
S -1.66 0.55 -2.20
S -1.08 -2.22 -1.56
S -4.63 -0.13 -2.20
S 2.00 0.12 1.01
S 0.48 1.92 -0.16
P 0.08 -2.24 1.30
N 1.49 3.17 2.01
N 3.56 2.33 0.54
N 4.28 0.54 -0.49
N -0.65 2.73 2.20
C -1.57 -2.86 1.78
C -0.25 3.34 3.36
C 0.93 -1.82 2.84
C 0.94 -3.66 0.62
C -2.90 -2.44 -1.78
C 1.08 3.61 3.23
C 4.44 -0.83 -0.93
C -0.55 -1.72 -3.22
C -3.42 -4.36 1.37
C -1.97 2.22 1.91
C 0.50 -0.74 3.61
C 4.69 2.66 -0.15
C 2.39 -5.84 -0.32
C 2.70 -2.21 4.43
C 2.55 -4.59 -0.91
C 0.43 2.65 1.39
C 1.82 -3.51 -0.44
C 2.24 -1.16 5.21
C 1.50 -6.00 0.74
C 5.15 1.55 -0.78
C -3.78 -1.65 -2.75
C -4.10 -3.84 2.46
C -2.74 1.77 -2.97
C 3.31 1.04 0.31
C -2.16 -3.87 1.03
C -0.85 -0.26 -3.59
C 2.05 -2.54 3.25
C -3.50 -2.85 3.22
C -4.04 1.09 -3.39
C 0.78 -4.92 1.21
C -2.25 -2.36 2.90
C 1.14 -0.42 4.79
B 2.94 3.46 1.47
H 2.75 -0.91 6.13
H -0.94 3.53 4.16
H 0.10 -5.05 2.04
H 3.23 -4.47 -1.74
H 0.09 0.24 -3.84
H -1.81 -1.62 3.54
H -2.23 2.25 -3.80
H -2.59 2.34 2.80
H 1.93 -2.54 -0.91
H -1.91 1.16 1.64
H 3.64 3.55 2.44
H -4.58 -2.35 -2.99
H -4.83 1.84 -3.48
H 2.95 -6.69 -0.69
H 4.68 -0.83 -1.99
H -2.93 2.53 -2.21
H -2.90 -3.47 -2.15
H 1.76 4.08 3.92
H -5.07 -4.23 2.72
H 0.80 0.42 5.38
H 3.56 -2.79 4.75
H -1.63 -4.32 0.20
H -3.27 -1.45 -3.69
H 6.02 1.39 -1.40
H 5.09 3.66 -0.11
H -0.33 -0.12 3.28
H -3.85 -5.16 0.78
H -3.94 0.63 -4.37
H -4.01 -2.46 4.09
H 1.38 -6.97 1.20
H 3.51 -1.36 -0.76
H -2.41 2.78 1.08
H 2.91 4.45 0.81
H -3.32 -2.46 -0.78
H -1.03 -2.42 -3.91
H 0.52 -1.93 -3.24
H 5.23 -1.31 -0.37
H 2.42 -3.37 2.66
H -1.50 -0.20 -4.46
```

Its spin multiplicity is 1. The charge is +2.

Results of the Löwdin charge analysis, in e, for atoms 1 through 5:
1 Rh 0.139
2 S 0.764
3 S 0.835
4 S 0.873
5 S 0.793

***

| no. | E (eV) |
| --- | --- |
| 1 | -114425.196 |
| 2 | -86299.461 |
| 3 | -106914.511 |